Density functional theory data (wB97M-V/def2-TZVPD) for 15 unconnected molecules or ions with the total composition C32H90F3O16S14 at a distorted geometry.

Last column: Mulliken spin population.
Geometry (Å):
C 0.391405 0.772865 0.411030  0.01
O 0.753544 -0.521047 0.817480  0.04
O 0.606081 1.647526 1.523762  0.89
C 1.131541 1.166447 -0.930539  0.05
F 2.359469 1.613308 -0.700211  0.00
F 1.274905 0.094323 -1.767744  0.00
F 0.431678 2.110004 -1.572486  0.00
C -0.139473 -1.311420 1.547233  -0.02
C 0.127638 -2.792595 1.182370  0.00
H -0.495085 -3.481957 1.752546  0.00
H -0.032316 -2.976389 0.119949  0.00
H 1.190646 -2.985369 1.327110  0.00
H -1.215091 -1.204262 1.406995  0.00
H -0.075729 -1.223361 2.631800  0.00
H -0.674487 0.787683 0.183519  0.01
C 1.307713 -5.439820 -4.739459  0.00
S 0.838325 -4.843895 -3.052583  0.00
O 2.114103 -4.598898 -2.256536  0.00
C 0.226432 -3.146763 -3.519714  0.00
H 0.453146 -5.733701 -5.348928  0.00
H 1.908464 -6.346912 -4.805671  0.00
H 1.971196 -4.714786 -5.210856  0.00
H 0.871199 -2.700676 -4.276938  0.00
H 0.037093 -2.499577 -2.663329  0.00
H -0.708012 -3.236970 -4.073599  0.00
C 1.854053 -0.411118 -7.271815  0.00
S 2.186251 -0.905622 -5.537861  0.00
O 3.576985 -1.479335 -5.442156  0.00
C 2.322766 0.856697 -4.948860  0.00
H 1.666331 -1.270387 -7.915638  0.00
H 2.727972 0.184398 -7.535854  0.00
H 0.933591 0.163196 -7.166907  0.00
H 2.638261 0.791708 -3.907546  0.00
H 1.351329 1.350346 -4.921878  0.00
H 3.012757 1.433884 -5.564384  0.00
C -1.711772 1.096604 -4.171509  0.00
S -2.882245 2.355435 -4.873825  0.00
O -2.226323 3.662212 -4.581959  0.00
C -2.424745 2.191305 -6.708330  0.00
H -1.755186 0.890982 -3.101954  0.00
H -0.773889 1.651996 -4.173030  0.00
H -1.533331 0.148370 -4.678567  0.00
H -2.732975 3.071088 -7.273201  0.00
H -2.804986 1.317245 -7.237053  0.00
H -1.336470 2.231415 -6.754662  0.00
C 4.523766 3.762256 1.065990  0.00
S 5.745404 2.932457 2.188981  0.00
O 5.313296 2.996511 3.645798  0.00
C 5.227473 1.225231 1.688975  -0.01
H 4.607842 4.835142 1.239026  0.00
H 3.547752 3.385698 1.372103  0.00
H 4.717491 3.472186 0.033312  0.00
H 4.140272 1.159559 1.646631  0.01
H 5.661855 0.518999 2.396533  0.00
H 5.495266 1.032818 0.650042  0.00
C -3.214802 -3.390566 0.933979  0.00
S -2.990943 -5.191026 0.874087  0.00
O -4.308533 -5.905636 1.103747  0.00
C -2.777164 -5.341092 -0.972921  0.00
H -3.130173 -2.947900 1.926442  0.00
H -4.109611 -3.106032 0.380387  0.00
H -2.436690 -2.929272 0.325811  0.00
H -1.955651 -4.712031 -1.315726  0.00
H -3.715683 -4.911576 -1.323335  0.00
H -2.610849 -6.368532 -1.296663  0.00
C -1.961164 3.672106 -1.261362  0.00
S -3.532483 4.429823 -0.689393  0.00
O -3.287170 5.897744 -0.709962  0.00
C -4.597208 4.147714 -2.118576  0.00
H -1.928807 2.586770 -1.165989  0.00
H -1.182506 4.059428 -0.604263  0.00
H -1.687626 3.921434 -2.286598  0.00
H -5.611856 4.498460 -1.930008  0.00
H -4.665004 3.068875 -2.258608  0.00
H -4.104080 4.472871 -3.034660  0.00
C 1.470519 -5.889317 2.523381  0.00
S 1.603949 -5.531189 4.351618  0.00
O 1.362045 -4.050584 4.472247  0.00
C 0.026367 -6.327664 4.852719  0.00
H 0.573659 -5.405046 2.137088  0.00
H 1.435140 -6.956261 2.303227  0.00
H 2.337442 -5.442700 2.036474  0.00
H 0.215143 -7.361479 4.563443  0.00
H -0.840854 -5.892364 4.356189  0.00
H -0.076271 -6.310795 5.937749  0.00
C 3.456274 -1.984427 -0.476892  0.00
S 4.506608 -1.164275 -1.762543  0.00
O 5.872636 -1.166986 -1.160669  0.00
C 4.502666 -2.624799 -2.888167  0.00
H 3.488311 -1.216376 0.295877  0.00
H 3.815909 -2.940632 -0.096829  0.00
H 2.465680 -2.168679 -0.892671  0.00
H 5.130447 -2.347423 -3.734966  0.00
H 3.516788 -2.813840 -3.312928  0.00
H 4.816222 -3.557055 -2.418390  0.00
C 2.903412 -1.108416 3.364173  0.00
S 2.486224 -0.594984 5.084251  0.00
O 3.701581 -0.921150 5.875821  0.00
C 2.557121 1.257113 4.882209  0.00
H 3.937885 -0.827784 3.166177  0.00
H 2.198901 -0.737456 2.619760  0.01
H 2.701128 -2.170993 3.498807  0.00
H 2.918155 1.620256 5.844436  0.00
H 1.546950 1.631948 4.717448  0.00
H 3.339079 1.648689 4.231581  0.00
C -1.261675 -2.371892 5.722861  0.00
S -1.368179 -1.621892 7.438038  0.00
O -0.855739 -0.210634 7.200922  0.00
C -3.202127 -1.426908 7.517512  0.00
H -1.112572 -3.444405 5.847738  0.00
H -0.423143 -1.844544 5.268037  0.00
H -2.159425 -2.140613 5.149577  0.00
H -3.460393 -0.473030 7.057599  0.00
H -3.617584 -1.297726 8.516921  0.00
H -3.671120 -2.259270 6.992802  0.00
C -3.648533 -0.028367 -1.206019  0.00
S -3.811653 -1.266485 -2.600689  0.00
O -4.008124 -2.594242 -1.906478  0.00
C -5.502029 -0.695869 -3.165018  0.00
H -2.639744 -0.150552 -0.811664  0.00
H -4.375197 -0.301139 -0.440736  0.00
H -3.807963 0.998719 -1.534303  0.00
H -6.137187 -0.593302 -2.285164  0.00
H -5.827485 -1.443834 -3.888023  0.00
H -5.374000 0.285835 -3.621057  0.00
C -1.499434 1.493240 4.116895  0.00
S -2.727900 0.358931 3.403490  0.00
O -3.565391 -0.212930 4.533393  0.00
C -3.798935 1.718824 2.584803  0.00
H -0.525555 1.017276 4.231402  0.00
H -1.738585 1.843886 5.120863  0.00
H -1.301452 2.435369 3.605726  0.00
H -4.729072 1.412721 2.106015  0.00
H -3.308064 2.288354 1.795636  0.00
H -4.011327 2.472786 3.342780  0.00
C 0.845363 5.308606 2.512178  0.00
S -0.660843 5.682282 3.464250  0.00
O -0.991644 7.140568 3.248695  0.00
C -2.029071 4.844108 2.530314  0.00
H 1.749155 5.836139 2.817110  0.00
H 0.653512 5.646503 1.493780  0.00
H 0.877977 4.228094 2.372450  0.00
H -2.177075 5.535270 1.700564  0.00
H -2.882589 4.896031 3.206267  0.00
H -1.715557 3.865111 2.167840  0.00
C 1.819715 5.036980 -1.091370  0.00
S 1.122128 5.227506 -2.799770  0.00
O 1.504549 6.666763 -3.222180  0.00
C 2.169904 4.041513 -3.735403  0.00
H 1.539888 5.981819 -0.625451  0.00
H 2.902557 4.928325 -1.030165  0.00
H 1.453727 4.226488 -0.461085  0.00
H 2.041777 3.025497 -3.362060  0.00
H 3.228004 4.224028 -3.547708  0.00
H 2.133828 4.028136 -4.824730  0.00

Forces on the atoms, in the same order (eV/Å):
0.4 -0.7 2.1
0.4 1.1 -1.4
-0.4 -0.5 -2.3
0.5 -1.2 0.6
0.0 0.3 0.1
-0.7 0.8 0.6
0.2 -0.2 0.0
-1.1 -2.5 0.6
0.7 0.8 -0.2
0.2 0.2 0.2
-0.3 0.1 -0.1
0.0 -0.3 0.3
-0.1 1.0 -0.8
0.7 0.4 0.1
-0.5 0.4 0.1
0.4 0.2 -0.3
1.1 0.5 0.5
-1.4 -0.3 -1.0
-0.1 -0.8 -1.1
-0.4 0.7 0.1
0.0 -0.2 1.2
-0.4 0.4 -0.1
0.4 0.0 0.6
0.4 -0.3 0.2
-0.4 -0.4 0.2
0.0 -0.2 1.0
1.2 0.9 -0.2
-1.3 0.5 -0.4
-0.4 -0.7 0.2
0.3 0.0 0.1
-0.3 0.0 -0.4
0.1 0.3 -0.3
0.4 -0.1 -0.1
-0.1 -0.2 -0.3
0.1 -0.2 0.1
1.2 0.5 0.0
0.9 -0.1 -1.4
-0.3 -0.2 0.5
0.2 -0.3 0.5
-1.1 0.1 0.0
0.2 0.2 -0.5
-0.5 0.1 -0.3
-0.5 0.2 0.6
0.0 -0.2 0.4
0.1 -0.3 0.3
0.1 -0.4 1.0
-0.8 -1.2 0.8
0.1 0.5 -1.7
0.0 0.8 -0.6
0.0 -0.1 -0.2
-0.1 0.2 0.0
0.2 0.1 0.1
-0.1 0.1 0.7
0.0 0.1 -0.2
0.7 -0.2 0.1
0.0 0.4 -0.9
-0.6 -1.2 -0.6
1.2 1.0 0.0
-0.2 0.9 0.8
-0.3 -0.5 0.2
-0.3 -0.2 0.5
0.3 -0.3 0.0
0.1 0.0 0.1
0.1 -0.3 -0.3
-0.2 0.0 0.5
-0.1 -0.1 -0.2
0.3 0.6 -0.4
0.1 -0.3 0.3
0.5 -1.3 -0.3
-0.4 -0.1 0.1
-0.2 0.2 0.2
-0.3 0.3 0.0
0.3 0.4 0.0
-0.1 -0.4 0.2
-0.2 0.7 0.2
-0.1 0.1 0.6
-1.1 0.7 -0.7
0.3 -0.6 -0.2
1.0 -0.3 -0.3
0.0 0.0 0.2
0.1 0.0 0.2
0.1 0.0 0.2
-0.5 -0.2 -0.1
0.2 0.0 -0.1
0.1 0.3 -0.1
0.1 0.8 -0.5
0.1 -2.9 0.4
-0.1 0.7 -0.1
-0.2 0.6 -0.5
-0.5 -0.3 0.3
0.6 0.2 -0.3
-0.1 0.3 0.1
0.2 -0.1 0.2
-0.1 0.3 0.3
0.2 0.4 0.4
-0.7 0.0 1.0
0.7 1.4 -0.6
-0.2 -0.3 0.0
0.2 -0.5 0.6
-0.1 -0.3 0.0
0.1 0.3 0.1
0.6 -0.3 -0.5
-0.4 -0.2 0.3
0.2 0.1 -0.3
-0.2 -0.4 -0.6
-0.5 0.3 0.9
-0.3 1.5 -1.4
-0.2 -1.0 0.5
0.0 0.2 0.0
0.2 0.1 -0.3
0.2 -0.4 0.2
-0.1 0.0 0.2
0.4 -0.2 -0.6
0.5 -0.6 0.3
-0.1 0.1 0.1
-0.1 -0.6 -0.6
-1.2 0.0 1.1
0.2 1.1 -0.7
1.3 -0.1 0.5
0.0 0.0 0.0
0.0 -0.1 -0.1
0.0 -0.1 -0.2
-0.1 -0.3 -0.1
-0.2 0.1 0.2
0.0 0.0 -0.2
0.7 0.7 0.6
-1.7 1.0 0.4
1.0 0.7 -1.3
0.5 0.2 0.3
-0.2 -0.5 -0.2
-0.6 -0.5 0.2
-0.4 -0.3 -0.7
0.0 -0.8 0.5
0.7 -0.3 0.0
-0.2 -0.3 0.3
-1.3 -0.2 -1.7
-0.4 1.3 0.6
0.5 -1.1 0.2
1.5 0.8 -0.3
-0.3 -0.4 0.7
-0.2 0.4 -0.1
0.6 -0.2 0.6
-0.2 -0.1 -0.2
0.1 -0.4 -0.1
-0.3 -0.1 0.2
0.4 0.1 -0.1
0.7 2.0 -0.6
-0.4 -2.8 0.7
1.3 -0.2 0.6
0.0 0.0 -0.1
0.1 0.3 -0.5
-0.6 -0.1 -0.5
-0.5 0.1 0.1
0.1 0.5 0.3
-0.9 0.5 0.1

Output
2S+1   2
LUMO (spin up / spin down)   -0.7 / -3.8 eV
Expectation value of S²   0.754
Total charge   0